1.
Below is a cluster of 3 separate species, C4H8O2 in total, with properties calculated with ωB97M-V/def2-TZVPD.

```
14
Properties=species:S:1:pos:R:3:forces:R:3:lowdin_charge:R:1
C 1.72657 0.44623 0.13311 0.090 0.125 0.196 -0.0310
C 0.63966 -0.39454 0.41842 0.062 -0.150 -0.293 -0.3967
O -0.40081 -0.21553 1.51009 0.102 0.020 0.342 -0.0575
C -1.51483 -0.56809 0.70602 -0.206 -0.098 -0.083 -0.1354
C -0.64101 -0.07477 -0.43521 -0.039 0.052 0.030 -0.2692
O -0.84000 1.20064 -0.77963 -0.075 -0.001 0.010 0.0529
H 1.58696 1.52289 0.11284 0.014 -0.148 -0.040 0.0646
H 2.74011 0.07029 0.21259 -0.158 0.038 -0.014 0.0541
H 1.21205 -0.04492 -1.56007 -0.147 -0.059 -0.074 0.0940
H 0.87542 -1.46128 0.37070 -0.044 0.141 0.006 0.1475
H -2.40511 0.01875 0.96072 0.130 -0.061 -0.070 0.1246
H -1.73806 -1.64113 0.70329 0.053 0.143 0.002 0.1236
H 0.47584 -0.35903 -1.85173 0.109 0.044 0.045 0.1030
H -1.71677 1.50047 -0.50116 0.108 -0.045 -0.057 0.1255
```
Forces are in eV/Å.

Computed properties:
**HOMO-LUMO gap (alpha / beta)**: 7.35 / 7.81 eV
**HOMO level (alpha / beta)**: -7.6 / -7.8 eV
**2S+1**: 1
**DFT total energy**: -307.44460 hartree
**Energy above the lowest of the compared OMol25 structures with the same formula, charge and spin**: 703.19 kJ/mol
**LUMO level (alpha / beta)**: -0.2 / 0.0 eV
**M**: 88.11 g mol⁻¹

2.
Below is the ion C14H20N5O with charge +1, with properties calculated with ωB97M-V/def2-TZVPD.

```
40
Properties=species:S:1:pos:R:3:forces:R:3:lowdin_charge:R:1
C -1.40960 7.15327 -1.57624 0.107 0.269 0.120 -0.0661
H -1.96311 7.95441 -2.06167 0.073 -0.039 0.069 0.0997
H -1.58652 7.19359 -0.49762 0.008 -0.022 -0.038 0.0993
H -0.34218 7.27603 -1.78030 -0.037 -0.023 0.007 0.0999
O -1.90717 5.95650 -2.13640 -0.148 -0.266 -0.161 -0.0645
C -1.40403 4.77838 -1.73037 0.083 -0.300 0.056 -0.2727
C -1.93614 3.63938 -2.34955 0.084 0.253 0.032 0.0211
C -1.49674 2.38292 -2.00687 0.085 0.014 0.199 -0.0088
C -0.51509 2.22604 -1.03016 -0.066 0.548 0.032 -0.2515
C 0.03391 3.34962 -0.42682 -0.013 -0.281 -0.195 -0.0374
C -0.40842 4.61608 -0.76782 -0.195 0.324 -0.091 -0.0005
H 0.03975 5.46882 -0.28487 0.022 0.107 0.028 0.1101
H 0.83378 3.24791 0.29137 0.085 0.001 0.045 0.1174
N -0.06102 0.91883 -0.71827 0.136 -0.248 -0.126 0.1398
H -0.06430 0.26502 -1.49017 0.071 -0.022 0.205 0.1588
C 0.10703 0.39046 0.50778 -0.032 -0.041 -0.130 -0.4108
N 0.41441 -0.87618 0.68945 -0.135 -0.404 0.557 0.1775
C 1.11711 -1.68826 -0.06871 0.197 0.643 -0.034 -0.4359
N 0.78678 -2.97479 -0.14689 -0.246 -0.479 -0.691 0.1965
C 0.69968 -3.93953 0.66372 0.305 0.398 0.008 -0.2395
C 1.18271 -3.97852 2.07783 0.171 0.027 0.354 -0.1065
H 0.47000 -3.40438 2.67700 -0.018 0.041 0.027 0.1358
H 2.16107 -3.51429 2.19989 -0.028 0.094 -0.024 0.1276
C 1.13871 -5.46031 2.45374 -0.074 -0.013 0.077 -0.1756
H 2.07202 -5.94499 2.16491 0.035 -0.023 0.019 0.1188
H 0.98946 -5.61493 3.51960 0.077 -0.018 0.021 0.1154
C -0.01839 -6.00622 1.61516 0.064 -0.076 -0.035 -0.1751
H 0.03166 -7.08485 1.48994 -0.078 -0.021 0.015 0.1155
H -0.97029 -5.75969 2.08651 -0.042 -0.025 0.022 0.1183
C 0.11561 -5.25674 0.28774 -0.314 -0.368 -0.015 -0.1051
H 0.82358 -5.76608 -0.37153 0.052 0.030 -0.039 0.1384
H -0.81772 -5.14941 -0.26236 0.036 0.061 -0.083 0.1288
N 2.12301 -1.27103 -0.86581 0.050 -0.057 0.082 0.1992
H 2.43134 -0.31403 -0.84427 -0.001 -0.028 0.080 0.1182
H 2.72160 -1.95131 -1.30355 -0.079 -0.014 -0.068 0.1231
N -0.10307 1.14540 1.59367 -0.090 0.119 -0.160 0.2062
H -0.61470 2.00937 1.50635 0.052 0.006 0.044 0.1101
H -0.06545 0.69311 2.49097 -0.008 -0.067 -0.055 0.1272
H -1.91364 1.51422 -2.49386 -0.087 -0.103 -0.053 0.1199
H -2.69562 3.77617 -3.10153 -0.102 0.003 -0.102 0.1278
```
Forces are in eV/Å.

Computed properties:
**HOMO-LUMO gap**: 8.44 eV
**HOMO level**: -11.1 eV
**SMILES**: COc1ccc(NC(=[NH2+])/N=C(\N)N=C2CCCC2)cc1
**Charge**: +1
**2S+1**: 1
**DFT total energy**: -894.31666 hartree
**Energy above the lowest of the compared OMol25 structures with the same formula, charge and spin**: 22.35 kJ/mol
**LUMO level**: -2.7 eV
**M**: 274.35 g mol⁻¹

3.
Below is a cluster of 2 separate species, C4H9NS in total at a distorted geometry, with properties calculated with ωB97M-V/def2-TZVPD.

```
15
Properties=species:S:1:pos:R:3:forces:R:3:lowdin_charge:R:1
C -0.30424 1.60915 -0.73669 0.067 -0.449 -0.636 0.0339
C -0.40674 0.29389 -0.54254 0.658 0.560 -0.314 -0.4637
C -0.24884 -0.30895 0.82781 -1.668 -0.322 -2.417 -0.0480
C -0.64323 -0.54840 -1.75733 -0.343 -0.778 1.305 -0.0724
N -3.74372 -0.27480 -0.09999 -1.146 -0.157 0.579 -0.4849
S -4.33528 -0.41214 1.35280 1.095 0.178 -1.352 0.5674
H 0.16068 2.26538 -0.03643 -0.301 0.498 0.696 0.0549
H -1.15334 -0.95687 0.87968 0.308 0.701 1.145 0.0784
H 0.55063 -0.97573 0.92610 1.507 -0.916 0.018 0.0592
H -0.12455 0.55736 1.40864 -0.364 0.428 1.805 0.0626
H -1.59102 -1.10465 -1.68784 0.318 -0.174 -0.125 0.0704
H 0.20117 -1.26978 -1.81190 -0.580 0.442 -0.519 0.1020
H -0.72935 0.16965 -2.54171 0.229 -0.214 -1.115 0.0605
H -2.73617 -0.16553 -0.25868 -0.067 0.091 0.783 -0.0827
H -0.55609 2.01184 -1.71548 0.287 0.111 0.148 0.0623
```
Forces are in eV/Å.

Computed properties:
**HOMO-LUMO gap (alpha / beta)**: 7.42 / 7.41 eV
**HOMO level (alpha / beta)**: -8.6 / -8.6 eV
**SMILES**: C=C(C)C.N=S
**2S+1**: 1
**DFT total energy**: -610.63155 hartree
**Energy above the lowest of the compared OMol25 structures with the same formula, charge and spin**: 320.69 kJ/mol
**LUMO level (alpha / beta)**: -1.2 / -1.2 eV
**M**: 103.19 g mol⁻¹

4.
Below is the ion C4H11N2O with charge -1 at a distorted geometry, with properties calculated with ωB97M-V/def2-TZVPD.

```
18
Properties=species:S:1:pos:R:3:forces:R:3:lowdin_charge:R:1
C 0.03438 -0.68960 -0.59680 0.329 -1.494 -0.719 -0.2742
N -0.90232 -0.12996 -1.56235 1.031 0.578 -0.222 -0.0818
C -1.81556 0.87258 -0.93169 -0.578 0.000 -0.484 -0.5877
O -2.42917 0.46452 0.16076 -0.346 -0.108 0.303 -0.3223
C 0.83442 0.19508 0.35850 0.083 -0.289 0.321 -0.4429
C 1.92268 -0.71984 0.94647 0.877 0.435 -0.083 -0.1119
N 0.05931 0.73938 1.49168 0.150 -0.265 -0.235 0.0121
H 0.78955 -1.31779 -1.14829 -0.372 0.687 0.042 0.1057
H -0.44884 -1.48003 0.00667 -0.120 0.387 0.431 0.1066
H -1.37636 -0.91810 -1.98701 -0.437 0.202 0.174 0.0732
H -2.51101 1.23597 -1.76121 0.349 -0.428 0.183 0.0772
H -1.13240 1.75009 -0.81182 0.162 0.161 0.227 0.0655
H 1.30512 1.03829 -0.16644 -0.041 -0.240 -0.052 0.1294
H 1.67438 -1.76518 1.01677 -0.880 -0.413 0.431 0.0540
H 2.82458 -0.80886 0.35148 0.338 0.518 -0.537 0.0524
H 2.22961 -0.33388 1.91458 -0.075 -0.103 0.167 0.0564
H -0.25021 1.67083 1.24091 -0.199 -0.091 -0.028 0.0450
H -0.80817 0.19649 1.47780 -0.271 0.462 0.082 0.0434
```
Forces are in eV/Å.

Computed properties:
**HOMO-LUMO gap**: 6.82 eV
**HOMO level**: -2.7 eV
**SMILES**: C[C@H](N)CNC[O-]
**Charge**: -1
**2S+1**: 1
**DFT total energy**: -343.73670 hartree
**Energy above the lowest of the compared OMol25 structures with the same formula, charge and spin**: 90.52 kJ/mol
**LUMO level**: 4.1 eV
**M**: 103.14 g mol⁻¹

5.
Below is an isolated molecule of C6H7O3P at a distorted geometry, with properties calculated with ωB97M-V/def2-TZVPD.

```
17
Properties=species:S:1:pos:R:3:forces:R:3:lowdin_charge:R:1
C -0.65232 -1.63842 -0.44579 0.733 -2.554 -0.438 -0.1236
C 0.15540 -0.49962 -0.34119 1.293 -0.828 -1.185 -0.0520
C -1.84765 -2.11679 0.18911 0.298 2.014 -0.443 -0.7837
C -0.06447 0.69619 0.38214 1.351 0.045 -2.230 -0.4069
C 0.87378 1.80632 0.10599 -3.041 -1.382 2.164 -0.2154
C 2.27461 1.62075 -0.37128 0.269 -0.485 2.465 -0.0376
O 0.39454 2.98418 0.64363 3.565 -0.164 -2.013 0.0817
O -2.30231 -3.36034 -0.08158 -1.340 -1.158 -0.385 -0.0486
O -1.19767 0.84904 0.98997 -1.253 -0.312 0.894 -0.1749
P -2.79928 -1.11904 1.17691 0.849 1.942 0.494 1.0487
H -0.20031 -2.50867 -1.03296 -0.556 1.377 0.543 0.1257
H 1.08858 -0.55915 -1.01434 -1.532 0.140 1.341 0.1308
H 2.90607 2.46708 -0.13753 -0.131 0.460 -0.063 0.0808
H 2.73867 0.76923 0.23228 -0.593 0.903 -1.144 0.1178
H 2.28864 1.44413 -1.40467 0.307 -0.425 -1.462 0.0604
H -3.30620 -3.53287 0.00160 2.406 0.929 0.054 0.1497
H -0.35007 2.69796 1.10770 -2.626 -0.501 1.409 0.0469
```
Forces are in eV/Å.

Computed properties:
**HOMO-LUMO gap (alpha / beta)**: 5.52 / 5.08 eV
**HOMO level (alpha / beta)**: -7.1 / -6.7 eV
**2S+1**: 1
**DFT total energy**: -799.72375 hartree
**Energy above the lowest of the compared OMol25 structures with the same formula, charge and spin**: 218.65 kJ/mol
**LUMO level (alpha / beta)**: -1.5 / -1.6 eV
**M**: 158.09 g mol⁻¹

6.
Below is a structure of composition C30H53LaNP2 at a distorted geometry, with properties calculated with ωB97M-V/def2-TZVPD.

```
87
Properties=species:S:1:pos:R:3:forces:R:3:lowdin_charge:R:1
La -0.13447 0.19763 -0.19610 1.395 0.210 -0.813 1.6054
C -2.12882 1.76482 0.27683 -0.941 -0.980 0.755 -0.3741
C -2.51888 0.84336 -0.75108 -0.762 -0.608 0.968 -0.4019
C -2.31737 -0.36424 1.22092 -0.251 0.882 -0.584 -0.3171
C -2.05345 1.03010 1.49643 -0.367 -0.105 -0.641 -0.2953
C -2.64555 -0.48223 -0.15813 -0.627 1.630 0.448 -0.3552
C -2.06183 3.25185 0.12327 -0.180 0.539 -0.047 -0.0382
H -1.71169 3.59331 -0.86282 -0.120 -0.269 0.146 0.0764
H -1.43610 3.77317 0.86315 -0.220 -0.381 -0.103 0.0645
H -3.08266 3.64772 0.24190 0.248 0.075 -0.071 0.1071
C -1.98549 1.62354 2.85633 0.442 0.219 0.706 -0.0320
H -1.76514 2.69944 2.85219 -0.255 -0.274 -0.158 0.0753
H -1.20791 1.15227 3.47129 -0.299 0.267 -0.314 0.0411
H -2.95507 1.47630 3.37165 0.434 0.096 -0.222 0.1137
C -2.47077 -1.45420 2.22470 -0.064 -0.489 0.608 -0.0199
H -3.53754 -1.57342 2.48358 0.288 0.013 -0.061 0.1113
H -1.92803 -1.25407 3.15338 -0.149 -0.009 -0.456 0.0451
H -2.11847 -2.44293 1.89094 -0.145 0.355 -0.147 0.0672
C -3.40679 -1.64277 -0.69505 -0.448 -0.618 -0.213 -0.0405
H -4.47408 -1.44246 -0.47932 0.335 -0.204 -0.230 0.1120
H -3.16206 -2.58860 -0.18285 -0.076 0.464 -0.132 0.0699
H -3.31497 -1.83382 -1.77415 0.042 0.247 0.233 0.0772
C -3.22688 1.33541 -1.95722 -0.447 0.522 -0.535 -0.0368
H -4.17330 1.77910 -1.56436 0.418 -0.278 -0.687 0.1149
H -3.45700 0.55203 -2.68698 -0.044 0.156 0.199 0.0691
H -2.68692 2.14182 -2.48679 -0.228 -0.306 0.175 0.0739
C 1.28345 0.61430 -3.24989 -2.214 1.775 -0.893 -0.1327
C 0.23807 1.51096 -3.40616 2.194 -2.091 -0.019 -0.1112
C -0.33993 1.78339 -4.76450 -0.320 0.876 -0.104 -0.1664
C -1.22829 0.63237 -5.34884 -0.211 -0.236 -0.315 -0.1555
C -1.31950 -0.64131 -4.52874 -0.553 0.417 -0.086 -0.1171
C -0.29309 -1.47628 -4.43070 0.505 -0.539 0.012 -0.1202
C 1.04083 -1.18940 -5.09552 -0.203 -0.411 -0.343 -0.1654
C 1.90518 -0.06328 -4.44124 0.864 -0.288 0.142 -0.1732
H 0.44775 2.02142 -5.50521 -0.223 -0.154 0.527 0.1197
H -0.79215 0.36813 -6.33008 -0.325 0.098 0.348 0.1118
H -0.96041 2.69822 -4.69457 0.316 -0.439 -0.075 0.1140
H 2.18177 0.66295 -5.23172 -0.204 -0.213 0.587 0.1211
H 1.66224 0.29496 -2.28474 0.196 0.271 0.248 0.0374
H -0.26198 1.99159 -2.57725 0.036 0.118 0.419 0.0649
H 2.85775 -0.51956 -4.10626 -0.409 0.284 -0.225 0.1112
H 1.62616 -2.12599 -5.12710 -0.226 0.480 -0.042 0.1113
H -0.36516 -2.44651 -3.91269 -0.202 0.560 -0.111 0.1035
H 0.85879 -0.89449 -6.14724 0.068 -0.250 0.453 0.1136
H -2.24293 1.02057 -5.54956 0.490 -0.191 0.141 0.1148
H -2.29504 -0.84597 -4.06486 0.532 -0.143 -0.152 0.0942
P 1.55681 2.13371 0.81511 -0.891 -0.366 -0.074 0.6359
C 1.09462 2.84545 2.40409 0.349 -0.060 -0.205 -0.2321
H 1.99524 3.43196 2.57733 -0.237 0.510 0.901 0.0503
H 0.93259 2.06052 3.16237 0.234 0.307 -0.320 0.0478
H 0.19090 3.46133 2.27015 0.571 -0.107 0.167 0.0375
C 3.22669 1.45249 0.98313 -0.388 0.225 -0.039 -0.2371
H 3.73095 2.31847 1.41155 0.917 -0.317 -0.083 0.0568
H 3.61668 1.13198 -0.00570 -0.004 0.407 0.616 0.0618
H 3.20936 0.60219 1.68561 -0.005 0.782 -0.318 -0.0023
C 1.69173 3.56968 -0.29772 -0.041 -0.517 0.355 -0.2448
H 2.14562 3.23910 -1.25351 -0.135 0.529 0.538 0.0519
H 2.33793 4.18281 0.33436 0.054 0.807 -0.818 0.0483
H 0.67773 3.99923 -0.45247 0.856 -0.064 0.099 0.0424
P 0.73811 -2.38493 -0.11948 -0.309 -0.105 2.136 0.6567
C -0.56209 -3.57951 -0.54729 0.495 0.121 -0.893 -0.2526
H 0.09430 -4.36089 -0.92522 -0.883 -0.919 -0.250 0.0505
H -1.29144 -3.18718 -1.28589 0.599 -0.571 0.357 0.0309
H -1.04579 -3.84146 0.41283 0.278 -0.012 -0.702 0.0547
C 2.40713 -2.50393 -0.85594 -0.726 -0.378 -0.408 -0.2461
H 2.27874 -2.59910 -1.94465 0.595 -0.187 0.294 0.0420
H 2.77381 -3.39318 -0.33694 0.727 0.029 -0.661 0.0531
H 3.01694 -1.60912 -0.59698 -0.515 -0.644 -0.146 0.0408
C 1.08945 -3.10577 1.52097 0.024 0.654 -0.105 -0.2488
H 1.29452 -4.12840 1.19860 0.015 -0.362 0.734 0.0564
H 0.20972 -2.97804 2.19545 0.871 -0.276 -0.458 0.0621
H 1.97943 -2.60872 1.94391 -0.771 -0.677 -0.082 0.0073
C -0.96805 -0.41699 5.08388 -1.385 0.150 0.758 -0.1207
C 0.36408 -0.55302 4.38932 2.064 -0.469 0.611 -0.3760
C 1.32193 -0.86229 5.38523 -0.094 0.362 -1.950 -0.1029
C 2.53701 -1.05262 4.74788 -1.028 0.341 -1.204 -0.0945
C 2.30825 -0.87617 3.36671 -0.513 0.111 1.984 -0.4249
C 3.53899 -1.28576 2.59291 1.046 -0.218 -0.479 -0.1458
N 0.96133 -0.54021 3.12039 0.226 -0.302 0.090 0.0354
H -1.94740 -0.17526 4.62454 0.908 -0.175 0.086 0.0400
H -0.80493 0.33878 5.87947 -0.400 -0.223 -0.450 0.0897
H -1.12038 -1.36161 5.64615 -0.151 0.429 -0.397 0.0889
H 1.07585 -0.94380 6.40563 -0.035 -0.087 1.040 0.0848
H 3.47420 -1.34871 5.15313 0.521 -0.138 0.388 0.0907
H 4.37853 -0.64248 2.92541 -0.312 -0.082 -0.471 0.0892
H 3.86946 -2.28011 2.96563 -0.353 0.316 -0.507 0.0923
H 3.57919 -1.32760 1.48519 -0.263 0.099 0.532 0.0415
```
Forces are in eV/Å.

Computed properties:
**HOMO-LUMO gap**: 5.17 eV
**HOMO level**: -8.2 eV
**Charge**: +1
**2S+1**: 1
**DFT total energy**: -1943.56444 hartree
**LUMO level**: -3.0 eV
**M**: 628.62 g mol⁻¹